C27H52B3Cl28O3 | the ωB97M-V functional and the def2-TZVPD basis

The geometry in XYZ format:
```
113
C27H52B3Cl28O3 (the ωB97M-V functional and the def2-TZVPD basis)
C 3.70 -2.76 -2.08
C 2.55 -2.92 -3.11
C 2.45 -1.56 -3.84
C 1.22 -1.42 -4.77
B 0.22 -0.14 -4.48
C 0.75 1.36 -5.02
C 2.28 1.63 -5.16
C 2.91 2.42 -3.99
C 2.43 3.73 -3.85
C 2.88 4.59 -2.86
C 3.84 4.11 -1.97
C 4.35 2.82 -2.08
C 3.91 1.96 -3.11
B -0.32 -0.15 -2.86
C 0.50 0.41 -1.62
O -1.58 -0.71 -2.51
B -1.21 -0.45 -5.39
O -2.32 0.41 -5.35
O -1.38 -1.53 -6.27
H 3.29 -2.69 -1.07
H 4.47 -3.53 -2.15
H 4.20 -1.80 -2.27
H 1.59 -3.15 -2.65
H 2.87 -3.70 -3.80
H 3.34 -1.53 -4.49
H 2.57 -0.73 -3.12
H 0.63 -2.35 -4.68
H 1.55 -1.37 -5.82
H 0.28 1.55 -5.99
H 0.35 2.14 -4.34
H 2.39 2.34 -6.00
H 2.88 0.76 -5.43
H 1.68 4.09 -4.55
H 2.47 5.59 -2.78
H 4.19 4.76 -1.17
H 5.08 2.44 -1.37
H 4.25 0.94 -3.22
H -0.21 0.87 -0.91
H 0.97 -0.41 -1.05
H 1.22 1.19 -1.87
H -1.98 -0.09 -1.88
H -2.06 1.27 -5.01
H -2.02 -1.24 -6.93
C -2.56 -0.34 0.97
Cl -2.88 1.16 0.11
Cl -3.00 -0.21 2.68
H -3.13 -1.14 0.52
H -1.50 -0.56 0.90
C -0.20 0.80 5.53
Cl 1.09 1.61 4.63
Cl -0.32 -0.91 5.09
H 0.01 0.88 6.59
H -1.14 1.29 5.30
C 6.88 -1.33 0.03
Cl 6.13 -2.06 1.46
Cl 5.76 -0.26 -0.82
H 7.74 -0.76 0.34
H 7.18 -2.13 -0.64
C -5.30 0.91 6.06
Cl -6.31 0.51 4.67
Cl -3.62 0.40 5.81
H -5.33 1.98 6.21
H -5.68 0.40 6.94
C 0.59 3.65 0.24
Cl -0.28 3.89 -1.28
Cl 2.10 2.76 0.01
H 0.82 4.62 0.65
H -0.05 3.09 0.92
C 1.01 0.59 -9.39
Cl -0.02 -0.34 -8.31
Cl 0.83 2.34 -9.12
H 2.04 0.32 -9.21
H 0.73 0.38 -10.42
C -2.71 2.90 8.73
Cl -3.66 3.30 7.29
Cl -1.18 2.13 8.29
H -2.50 3.81 9.28
H -3.29 2.21 9.34
C -3.16 -3.67 4.67
Cl -4.27 -3.50 6.04
Cl -3.74 -4.86 3.51
H -3.07 -2.71 4.17
H -2.19 -3.98 5.05
C -8.08 -2.84 6.28
Cl -8.88 -3.97 7.38
Cl -8.44 -1.16 6.69
H -7.01 -2.99 6.34
H -8.42 -3.03 5.27
C -11.40 -2.18 9.05
Cl -12.90 -3.11 8.95
Cl -11.12 -1.57 10.69
H -10.57 -2.81 8.76
H -11.47 -1.33 8.37
C -0.31 7.75 -3.47
Cl -0.32 6.24 -4.40
Cl 1.18 7.92 -2.53
H -0.39 8.58 -4.16
H -1.15 7.74 -2.79
C 8.31 -4.50 3.23
Cl 9.66 -3.82 2.32
Cl 8.19 -6.25 3.01
H 8.46 -4.29 4.29
H 7.39 -4.05 2.88
C 6.92 3.85 -5.13
Cl 5.30 3.15 -4.99
Cl 8.09 2.70 -5.81
H 6.87 4.72 -5.77
H 7.25 4.13 -4.13
C -4.09 -8.53 4.08
Cl -5.66 -9.32 4.19
Cl -2.93 -9.49 3.16
H -4.21 -7.57 3.59
H -3.70 -8.38 5.08
```

HOMO (eV): -3.564
E_tot (Eh): -14245.7143
Total charge: -1

Mulliken atomic charge list, values in e, 99 entries:
1. C -0.7087
2. C -0.6633
3. C 0.7345
4. C -1.1582
5. B -0.8580
6. C -0.4571
7. C -1.0490
8. C -0.4083
9. C 0.1740
10. C -0.1495
11. C -0.6515
12. C -0.9187
13. C 0.5583
14. B 1.1236
15. C 0.2963
16. O -0.5861
17. B 0.7844
18. O -0.7266
19. O -0.8655
20. H 0.2795
21. H 0.4021
22. H -0.1285
23. H 0.3467
24. H 0.3105
25. H 0.3279
26. H -0.6064
27. H 0.3684
28. H 0.1483
29. H 0.3773
30. H 0.2985
31. H 0.5775
32. H 0.3347
33. H 0.1388
34. H -0.1429
35. H 0.3606
36. H 0.3018
37. H 0.7176
38. H -0.2062
39. H 0.2185
40. H -0.5867
41. H 0.0360
42. H 0.2838
43. H 0.2664
44. C -0.4326
45. Cl -0.1729
46. Cl -0.0693
47. H 0.3861
48. H 0.2703
49. C 0.0966
50. Cl -0.1502
51. Cl -0.1405
52. H 0.0908
53. H 0.1255
54. C -0.4646
55. Cl -0.1981
56. Cl -0.0223
57. H 0.3656
58. H 0.2701
59. C -0.3135
60. Cl -0.1619
61. Cl -0.0336
62. H 0.2021
63. H 0.2961
64. C -0.5164
65. Cl -0.0915
66. Cl -0.0589
67. H 0.3946
68. H 0.2941
69. C -0.3946
70. Cl 0.0285
71. Cl -0.1777
72. H 0.2500
73. H 0.3419
74. C -0.2898
75. Cl -0.1398
76. Cl -0.1182
77. H 0.3381
78. H 0.2301
79. C 0.2433
80. Cl -0.1774
81. Cl -0.1821
82. H -0.1885
83. H 0.2954
84. C 0.3224
85. Cl -0.2127
86. Cl -0.1644
87. H -0.2184
88. H 0.2917
89. C 0.3156
90. Cl -0.1663
91. Cl -0.1697
92. H -0.2067
93. H 0.2359
94. C -0.3425
95. Cl -0.0714
96. Cl -0.1714
97. H 0.3271
98. H 0.2612
99. C 0.0487